Record 1
C3NdO | the ωB97M-V functional and the def2-TZVPD basis

The geometry in XYZ format:
```
5
Properties=species:S:1:pos:R:3
C -1.3122 0.9476 -0.1241
C -0.6072 -0.6683 -0.0234
O -1.9011 -0.2966 -0.0402
C 0.5162 -0.0448 0.0472
Nd 3.3043 0.0621 0.1405
```

Output
HOMO energy (alpha / beta): -17.843 / -18.879 eV
Spin multiplicity: 5
Max |F|: 4.8 eV/A
DFT total energy: -20408.38123 eV
Energy relative to the best compared isomer or geometry (same formula, charge and spin): 0.249 eV
Frontier orbital gap (alpha / beta): 8.195 / 9.366 eV
Net charge: +2

=====

Record 2
C3O2Tb | the ωB97M-V functional and the def2-TZVPD basis

The geometry in XYZ format:
```
6
Properties=species:S:1:pos:R:3
O -1.0515 1.0743 -0.2062
C 0.9119 1.3854 -2.9101
C 0.9314 0.6231 -1.9286
O 0.7745 -0.0897 -0.8062
C -0.2845 0.1805 0.0839
Tb -0.3468 -1.2873 2.2366
```

Output
HOMO energy (alpha / beta): -9.111 / -6.438 eV
Spin multiplicity: 8
Max |F|: 5.1 eV/A
DFT total energy: -29630.57578 eV
Frontier orbital gap (alpha / beta): 8.348 / 4.369 eV

=====

Record 3
C3O3Tl | the ωB97M-V functional and the def2-TZVPD basis

The geometry in XYZ format:
```
7
Properties=species:S:1:pos:R:3
C -2.1615 -0.1057 -0.3095
C -0.9843 0.0418 0.1851
O -2.8558 -1.1364 -0.5078
O 2.4426 0.0074 -0.1920
O -0.4252 0.7275 1.2519
C 3.3131 -0.7185 -0.2152
Tl 0.6710 1.1839 -0.2124
```

Output
HOMO energy (alpha / beta): -14.631 / -14.685 eV
Spin multiplicity: 1
Max |F|: 9.8 eV/A
DFT total energy: -13930.11887 eV
Frontier orbital gap (alpha / beta): 7.490 / 6.429 eV
Net charge: +1

=====

Record 4
C40H100BF10N5O5P | the ωB97M-V functional and the def2-TZVPD basis

The geometry in XYZ format:
```
162
Properties=species:S:1:pos:R:3
C -5.3104 -2.3689 3.4239
C -5.1361 -1.0276 2.7395
N -3.7977 -0.2502 3.2217
C -2.6290 -1.1856 2.7896
C -3.6300 1.1081 2.4029
C -2.3706 1.9744 2.6839
C -3.7988 0.1446 4.7417
C -5.1054 0.5127 5.4471
O -5.8032 1.6017 4.8062
C -5.2020 2.8173 5.1822
H -4.6005 -3.1413 3.1282
H -6.2837 -2.8551 3.3574
H -5.0394 -2.2423 4.4720
H -5.9642 -0.3317 2.8740
H -5.0767 -1.0663 1.6518
H -1.8427 -0.4488 2.9537
H -2.7498 -1.6393 1.8059
H -2.6108 -2.0002 3.5135
H -4.4296 1.8234 2.5953
H -3.6812 0.8853 1.3371
H -1.4534 1.4174 2.4925
H -2.3688 2.4622 3.6586
H -2.4489 2.7320 1.9041
H -3.0343 0.9032 4.9092
H -3.5585 -0.7727 5.2791
H -4.9051 0.6901 6.5038
H -5.7561 -0.3618 5.4517
H -4.2084 3.0036 4.7745
H -5.1673 2.8883 6.2693
H -5.8904 3.6270 4.9405
C 6.0112 2.1996 4.1753
C 4.3943 1.7893 4.2483
N 3.6543 1.3557 2.9008
C 2.1952 1.4803 3.3680
C 3.8021 2.2771 1.6536
C 3.5800 3.7802 1.7338
C 3.9341 -0.0836 2.2419
C 4.0135 -1.1687 3.4186
O 3.8951 -2.5340 3.0989
C 4.8215 -3.0991 2.1918
H 6.6455 1.3148 4.2285
H 6.2850 2.7212 5.0924
H 6.1584 2.9222 3.3726
H 3.8023 2.5824 4.7051
H 4.3376 0.9686 4.9634
H 1.6363 0.9093 2.6266
H 1.9805 2.5291 3.5728
H 2.2339 0.8782 4.2759
H 3.0172 1.9321 0.9805
H 4.7664 1.9466 1.2676
H 2.6571 4.0753 2.2330
H 3.5379 4.2361 0.7446
H 4.3926 4.3384 2.1987
H 4.9292 0.0459 1.8162
H 3.1839 -0.1438 1.4535
H 3.2484 -0.9569 4.1654
H 4.9630 -1.0281 3.9352
H 4.6513 -4.1745 2.1393
H 5.8436 -3.0174 2.5617
H 4.8591 -2.7228 1.1695
C -2.8640 4.9056 -3.0856
C -2.5927 3.3846 -3.1374
N -3.8404 2.4694 -3.3250
C -4.5939 2.8382 -4.5349
C -3.3262 0.9964 -3.5104
C -2.2378 0.7746 -4.5817
C -4.8753 2.5573 -2.1148
C -6.1419 1.6766 -2.1656
O -7.1886 1.9120 -3.2151
C -8.2052 2.8654 -3.0265
H -3.3671 5.1724 -2.1561
H -3.2880 5.2099 -4.0425
H -1.8485 5.2841 -2.9690
H -2.0937 3.0500 -2.2279
H -1.9453 3.1814 -3.9904
H -5.1386 1.9413 -4.8300
H -3.8596 3.1326 -5.2847
H -5.3406 3.6126 -4.3594
H -4.2498 0.5519 -3.8812
H -2.9341 0.7244 -2.5304
H -2.1536 -0.3054 -4.7032
H -1.2360 0.9819 -4.2054
H -2.4982 1.2091 -5.5468
H -5.0933 3.5341 -1.6829
H -4.2091 2.0866 -1.3918
H -6.6905 1.6427 -1.2244
H -6.0842 0.6148 -2.4049
H -8.9376 2.7227 -3.8211
H -7.8309 3.8891 -3.0355
H -8.7448 2.8003 -2.0817
C -1.7056 -6.0437 -0.5006
C -1.0308 -5.4464 0.7543
N 0.3423 -4.7603 0.6272
C 0.2826 -3.6887 -0.5381
C 0.6548 -3.8562 1.9018
C 0.7757 -4.7182 3.2228
C 1.3338 -5.9321 0.3730
C 2.7838 -5.4364 0.4044
O 3.1074 -4.5168 -0.7092
C 3.2276 -5.0584 -1.9996
H -1.4663 -5.4715 -1.3969
H -2.7778 -6.0003 -0.3090
H -1.5258 -7.0824 -0.7781
H -0.8990 -6.1323 1.5911
H -1.5879 -4.5911 1.1367
H 0.2290 -4.1186 -1.5383
H 1.2156 -3.1285 -0.4766
H -0.5628 -3.0155 -0.3965
H -0.1082 -3.0827 1.9891
H 1.6370 -3.4525 1.6560
H -0.0602 -5.3010 3.6097
H 1.1991 -4.1158 4.0264
H 1.5939 -5.3841 2.9485
H 1.0643 -6.3500 -0.5970
H 1.2248 -6.5927 1.2331
H 3.4391 -6.3040 0.4815
H 2.8712 -5.0078 1.4028
H 2.2265 -5.1837 -2.4120
H 3.7655 -6.0006 -1.8952
H 3.8812 -4.4094 -2.5824
C 4.1445 -0.8422 -2.4571
C 4.1044 0.6971 -2.3658
N 4.1433 1.4361 -3.7944
C 5.5168 1.3245 -4.4677
C 3.1631 0.7787 -4.8184
C 1.7856 0.6629 -4.1714
C 3.8268 2.9651 -3.7770
C 4.9495 3.9153 -3.2751
O 5.0357 3.7157 -1.8676
C 6.2448 4.1166 -1.3250
H 5.1066 -1.2674 -2.7429
H 3.3995 -1.3772 -3.0460
H 3.7671 -1.2591 -1.5234
H 4.8722 1.1788 -1.7603
H 3.1501 0.9708 -1.9158
H 6.2261 1.5512 -3.6718
H 5.5368 1.8267 -5.4350
H 5.5706 0.2533 -4.6615
H 3.5458 -0.2264 -4.9959
H 3.2529 1.4417 -5.6788
H 1.1011 0.2473 -4.9108
H 1.3877 1.6436 -3.9103
H 1.7170 0.1114 -3.2337
H 2.8883 3.0288 -3.2264
H 3.6421 3.1994 -4.8254
H 4.6524 4.9135 -3.5967
H 5.8803 3.6299 -3.7653
H 7.1042 3.6812 -1.8350
H 6.2369 3.7717 -0.2911
H 6.1543 5.2029 -1.3237
P -0.1484 0.5607 -0.4997
F -0.4884 -0.3069 -1.8838
F -1.7900 0.9341 -0.3269
F -0.2577 -0.7323 0.4006
F 0.4479 1.3955 0.8485
F 1.3740 0.3146 -0.9816
F -0.1355 1.9189 -1.3971
B -3.5998 -2.9649 -1.5245
F -4.3928 -3.4006 -2.5306
F -3.7954 -3.9556 -0.5735
F -2.2890 -2.6101 -1.8891
F -4.3304 -1.9334 -0.9798
```

Output
HOMO energy (alpha / beta): -17.381 / -17.381 eV
Spin multiplicity: 2
Max |F|: 3.6 eV/A
DFT total energy: -97896.13551 eV
Frontier orbital gap (alpha / beta): 9.485 / 2.982 eV
Net charge: +4

=====

Record 5
C40H100F12N9O19S4 | the ωB97M-V functional and the def2-TZVPD basis

The geometry in XYZ format:
```
184
Properties=species:S:1:pos:R:3
C -8.5869 -2.6549 6.1734
C -7.4979 -3.7897 6.1347
C -6.4438 -3.8376 4.9249
O -5.4321 -4.8414 5.0276
C -4.3759 -4.7636 4.0450
N -6.6914 -3.7392 7.4843
H -7.2375 -4.2671 8.1501
H -5.9287 -4.4011 7.5004
H -6.2166 -2.8766 7.7091
H -8.1667 -1.6905 5.8880
H -8.8860 -2.5996 7.2201
H -9.4374 -2.9685 5.5681
H -7.9952 -4.7561 6.2170
H -5.9947 -2.8507 4.8136
H -6.9369 -3.8276 3.9529
H -3.7304 -3.8981 4.1945
H -4.7640 -4.5175 3.0566
H -3.6348 -5.5613 3.9948
C 3.6929 -3.5947 -3.8503
C 5.0571 -4.2968 -3.7902
C 5.1126 -5.5057 -2.7811
O 4.4486 -6.6411 -3.2412
C 4.0716 -7.5582 -2.2368
N 5.5291 -4.7564 -5.1702
H 5.4693 -4.1432 -5.9705
H 6.4693 -5.1251 -5.1577
H 4.9646 -5.5314 -5.4878
H 3.5341 -2.9867 -2.9596
H 2.9163 -4.3594 -3.8311
H 3.5578 -2.8689 -4.6521
H 5.8044 -3.5405 -3.5503
H 4.5589 -5.1656 -1.9059
H 6.1566 -5.7536 -2.5893
H 2.9824 -7.5307 -2.2057
H 4.5969 -7.3343 -1.3084
H 4.3460 -8.5920 -2.4467
C -0.0638 -2.9839 4.0427
C 0.7415 -2.2009 2.9937
C 2.2668 -2.1913 3.2605
O 3.0418 -1.7363 2.1437
C 4.4656 -1.8369 2.4094
N 0.5218 -2.7081 1.5890
H 0.6562 -3.7072 1.5273
H -0.3177 -2.4480 1.0914
H 1.3007 -2.3529 1.0530
H -1.1373 -2.8685 3.8931
H 0.1180 -2.5969 5.0453
H 0.1232 -4.0444 4.2115
H 0.4666 -1.1556 2.8524
H 2.6507 -3.1446 3.6239
H 2.4214 -1.4727 4.0653
H 4.7881 -2.6056 3.1117
H 4.7165 -0.9022 2.9108
H 5.0706 -1.9298 1.5075
C 4.2406 1.4485 0.8479
O 5.2353 2.3615 0.4216
C 4.6178 3.6724 0.0809
C 5.7662 4.6404 -0.2185
N 6.6171 4.0250 -1.2471
H 6.9471 3.1661 -0.8306
H 6.1437 3.7344 -2.0906
C 7.7444 4.9784 -1.7979
C 9.0137 4.5942 -1.2197
O 9.2805 3.1829 -1.5150
C 9.8791 2.9540 -2.7769
H 4.4663 0.4845 0.3920
H 3.2138 1.5673 0.5019
H 4.1923 1.3081 1.9277
H 4.1076 4.1554 0.9143
H 3.9179 3.4143 -0.7139
H 6.4172 4.9481 0.5998
H 5.3591 5.5249 -0.7083
H 7.6027 6.0481 -1.6437
H 7.5340 4.7952 -2.8516
H 8.8599 4.6914 -0.1450
H 9.7954 5.3491 -1.3048
H 9.1259 3.1947 -3.5272
H 10.0921 1.8882 -2.8590
H 10.7620 3.5755 -2.9263
C -2.6773 1.6075 3.8158
O -1.5012 2.3365 4.0080
C -1.2320 2.3478 5.3978
C -0.0635 3.2566 5.7706
N -0.2127 4.6534 5.2175
H -0.4106 4.5171 4.2365
H -1.0703 5.0797 5.5382
C 0.9807 5.5281 5.4621
C 0.5468 6.8568 4.7293
O 0.3773 6.6975 3.3515
C 0.0134 7.8659 2.7261
H -2.9534 1.4093 2.7802
H -3.5145 2.0525 4.3536
H -2.5835 0.6051 4.2334
H -0.9418 1.3431 5.7052
H -2.1548 2.6431 5.8971
H 0.8695 2.8364 5.3950
H 0.1223 3.3154 6.8430
H 1.9722 5.1822 5.1700
H 1.0298 5.7651 6.5249
H 1.2067 7.7187 4.8285
H -0.4165 7.2421 5.0634
H -0.5210 8.5451 3.3904
H -0.5927 7.6178 1.8547
H 0.8457 8.5230 2.4742
C -0.0540 -5.2539 -4.1982
O -0.8300 -4.2012 -4.7773
C -1.8497 -3.7561 -3.9471
C -2.6712 -2.7050 -4.7036
N -1.8889 -1.5124 -5.3652
H -2.6193 -0.9045 -5.7072
H -1.3219 -1.0065 -4.6998
C -0.9265 -1.8350 -6.5487
C -0.4967 -0.5111 -7.3272
O -0.2782 0.5110 -6.4213
C 1.0311 0.5932 -5.8930
H -0.6663 -6.0861 -3.8510
H 0.5368 -4.8837 -3.3603
H 0.6060 -5.7141 -4.9336
H -1.4379 -3.3340 -3.0304
H -2.5241 -4.4768 -3.4845
H -3.3034 -2.1663 -3.9979
H -3.3304 -3.0672 -5.4925
H -1.3860 -2.5597 -7.2208
H -0.0356 -2.3465 -6.1845
H -1.4246 -0.2399 -7.8307
H 0.2955 -0.7000 -8.0516
H 1.0892 1.4169 -5.1814
H 1.7034 0.9084 -6.6910
H 1.2888 -0.3787 -5.4721
C 1.1855 5.5523 -6.1851
O 1.2980 4.7638 -4.9757
C 0.0876 4.2369 -4.4944
C 0.1832 3.5143 -3.1425
N 0.7924 4.4381 -2.1189
H 1.5724 4.9959 -2.4358
H 0.1017 5.1687 -2.0236
C 0.9886 3.8567 -0.6669
C 1.3975 4.9674 0.3185
O 2.4192 5.7492 -0.2948
C 3.0466 6.7871 0.5255
H 0.3238 6.2178 -6.2373
H 1.0386 4.7829 -6.9431
H 2.0494 6.1968 -6.3472
H -0.3639 3.5728 -5.2314
H -0.6546 5.0313 -4.4162
H 0.9012 2.6969 -3.2094
H -0.7114 3.1201 -2.6603
H 1.7535 3.1142 -0.8942
H 0.1005 3.3671 -0.2672
H 1.8096 4.6442 1.2745
H 0.6187 5.6794 0.5916
H 4.0129 7.1783 0.2072
H 3.1186 6.5664 1.5905
H 2.3877 7.6522 0.4514
C 1.2227 -0.9558 -1.7043
F 2.0729 -0.5516 -0.6778
F 1.6635 -0.4444 -2.8387
F 1.0588 -2.3213 -1.8014
S -0.5500 -0.2349 -1.4406
O -0.3497 1.0804 -0.9356
O -1.1524 -0.2424 -2.7510
N -1.1124 -1.3345 -0.3073
S -2.5886 -1.1041 -0.4892
O -3.0033 0.2758 -0.4604
O -3.2564 -1.9431 -1.4357
C -3.2492 -1.6922 1.2695
F -2.9273 -2.8925 1.5881
F -2.9485 -0.7886 2.2299
F -4.5473 -1.7574 1.2540
C -7.8969 -2.6177 -0.8778
F -6.7746 -2.0018 -0.6903
F -8.6351 -1.9904 -1.8182
F -7.5949 -3.8756 -1.3384
S -8.8458 -2.6402 0.8804
O -7.8571 -2.2467 1.8914
O -9.8653 -1.6406 0.6058
N -9.5247 -4.1560 1.0555
S -10.0117 -4.2102 2.5113
O -9.0986 -5.0766 3.2587
O -10.3064 -2.9497 3.2013
C -11.7288 -5.0178 2.3535
F -11.5822 -6.3121 2.4899
F -12.3874 -4.5496 3.4078
F -12.3790 -4.6870 1.1955
```

Output
HOMO energy: -13.932 eV
Spin multiplicity: 1
Max |F|: 8.9 eV/A
DFT total energy: -171304.88255 eV
Frontier orbital gap: 4.259 eV
Net charge: +5

=====

Question: max |F| of number 2 (C3O2Tb)?
Answer: 5.1 eV/A